{"formula": "C2H14N7", "method": "ωB97M-V/def2-TZVPD", "multiplicity": 1, "e_above_lowest_kcal_mol": 88.0, "e_tot_ha": -467.47912, "gap_ev": 9.7953, "max_force_ha_per_bohr": 0.08165, "charge": 1, "lumo_ha": -0.11279, "smiles": "NNNNCNC[NH2+]N", "symbols": ["N", "N", "N", "N", "C", "N", "C", "N", "N", "H", "H", "H", "H", "H", "H", "H", "H", "H", "H", "H", "H", "H", "H"], "positions_angstrom": [[1.477424, 1.308677, -2.637375], [0.300910, 1.121734, -1.816256], [0.499999, 0.215830, -0.811246], [1.547142, 0.378589, 0.106187], [1.623966, -0.805143, 1.015283], [0.468680, -0.837110, 1.880867], [-0.830435, -1.221484, 1.573552], [-1.616090, -0.044589, 0.857753], [-2.688841, -0.581699, 0.058403], [2.096182, 2.210132, -2.418680], [1.227743, 1.338272, -3.612992], [-0.069091, 2.034445, -1.454260], [0.469462, -0.706820, -1.359751], [2.396502, 0.654709, -0.488504], [2.521737, -0.552288, 1.623155], [1.579553, -1.835597, 0.640122], [0.405271, 0.024688, 2.358479], [-0.896488, -1.954905, 0.796876], [-1.279282, -1.529832, 2.418881], [-2.000160, 0.779093, 1.411767], [-0.967371, 0.340692, 0.138818], [-3.587941, -0.429556, 0.518352], [-2.678870, 0.092163, -0.799429]], "forces_ev_per_a": [[1.51, 2.07, 1.27], [0.55, 2.77, -0.85], [-2.29, -2.72, -1.16], [1.65, 0.28, -1.33], [-0.28, 1.12, -0.06], [0.64, 0.63, 0.70], [1.57, 1.63, -3.54], [-1.80, 0.68, 1.17], [-0.20, 1.85, -2.33], [-2.05, -2.44, -0.45], [-0.26, 0.00, -0.05], [0.70, -1.14, -0.28], [0.78, 1.22, 1.32], [-0.93, -1.19, 1.50], [-0.60, -0.86, -0.36], [0.94, 0.31, -0.93], [0.35, 0.89, 1.26], [0.07, -0.68, -0.29], [-2.30, -0.67, 2.73], [1.02, -1.45, -0.12], [1.15, -0.34, 0.08], [0.27, -0.10, 0.05], [-0.48, -1.86, 1.65]]}